(1)
ORCA calculation (ωB97M-V with the def2-TZVPD basis set) on a 2-piece molecular cluster, HN2O5 overall at a distorted geometry.

Positions of all 8 atoms, in Å:
N -0.910 0.571 -0.063
N 1.977 0.243 0.126
O -2.047 0.410 0.378
O 1.245 -0.758 -0.162
O 3.024 0.377 -0.409
O -0.490 1.431 -0.814
O 1.436 1.074 0.864
H -0.167 0.008 0.421

## Properties
Total charge: -1
HOMO level in hartree: -0.18471
Spin multiplicity: 1
Kohn-Sham gap in eV: 9.4734
Lowest unoccupied orbital energy in Eh: 0.1634

Mulliken atomic charge list, values in e, 4 entries: 0.710, 1.161, -0.615, -0.746



(2)
ORCA calculation (ωB97M-V with the def2-TZVPD basis set) on a 2-piece molecular cluster, HN3O4 overall at a distorted geometry.

Positions of all 8 atoms, in Å:
N -1.431 1.267 -0.383
N -0.419 -0.385 0.368
N 0.298 -0.833 -0.663
O -1.368 2.060 0.419
O -0.232 -1.299 -1.569
O 1.540 -0.874 -0.514
O 0.304 0.149 1.340
H 1.308 -0.085 1.001

## Properties
HOMO level (spin up / spin down) in hartree: -0.30573 / -0.44835
Spin multiplicity: 3
Kohn-Sham gap (spin up / spin down) in eV: 8.0852 / 9.1480
Lowest unoccupied orbital energy (spin up / spin down) in Eh: -0.0086 / -0.1122

Mulliken atomic charge list, values in e, 4 entries: 0.263, -0.240, 1.270, -0.258



(3)
ORCA calculation (ωB97M-V with the def2-TZVPD basis set) on HN3O4S as an isolated structure at a distorted geometry.

Positions of all 9 atoms, in Å:
N -1.579 0.558 -1.702
N -1.257 -0.505 -1.342
N 0.100 -0.178 1.565
O 0.925 0.024 2.373
O -1.059 -0.215 1.753
O 0.943 0.963 -0.617
O 1.927 -1.264 -0.338
S 0.739 -0.418 -0.275
H -0.739 1.034 -1.417

## Properties
HOMO level (spin up / spin down) in hartree: -0.37218 / -0.37217
Spin multiplicity: 1
Kohn-Sham gap (spin up / spin down) in eV: 7.7804 / 7.7724
Lowest unoccupied orbital energy (spin up / spin down) in Eh: -0.0863 / -0.0865

Mulliken atomic charge list, values in e, 4 entries: -0.109, 0.076, 0.926, -0.510



(4)
ORCA calculation (ωB97M-V with the def2-TZVPD basis set) on HN3O6 as an isolated structure at a distorted geometry.

Positions of all 10 atoms, in Å:
N 1.172 0.338 -0.294
N -0.706 1.835 -0.006
N -0.363 -1.875 -0.016
O -0.579 1.829 -1.118
O -1.190 -1.064 -0.280
O -1.363 2.252 0.861
O -0.591 -2.968 0.372
O 0.692 1.056 0.670
O 0.857 -1.450 -0.111
H 2.070 0.048 -0.078

## Properties
HOMO level (spin up / spin down) in hartree: -0.38636 / -0.38638
Spin multiplicity: 1
Kohn-Sham gap (spin up / spin down) in eV: 9.3752 / 9.3762
Lowest unoccupied orbital energy (spin up / spin down) in Eh: -0.0418 / -0.0418

Mulliken atomic charge list, values in e, 4 entries: -0.009, 1.235, 1.181, -0.359



(5)
ORCA calculation (ωB97M-V with the def2-TZVPD basis set) on an isolated ion of composition HN4O3 and charge -1 at a distorted geometry.

Positions of all 8 atoms, in Å:
O -2.894 0.160 -0.144
N -1.803 0.821 0.007
N -0.724 0.143 0.148
N 0.625 0.833 -0.008
N 1.537 -0.062 -0.042
O 1.300 -1.282 -0.099
O 2.700 0.339 -0.002
H -0.742 -0.952 0.140

## Properties
Total charge: -1
SMILES string: O=NNN=[N+]([O-])[O-]
HOMO level in hartree: -0.17191
Spin multiplicity: 1
Kohn-Sham gap in eV: 9.3758
Lowest unoccupied orbital energy in Eh: 0.1726

Mulliken atomic charge list, values in e, 4 entries: -0.561, -0.127, 0.452, -0.649



(6)
ORCA calculation (ωB97M-V with the def2-TZVPD basis set) on an isolated ion of composition HN6O and charge -1 at a distorted geometry.

Positions of all 8 atoms, in Å:
O 2.257 0.425 -0.247
N 1.091 0.317 0.031
N 0.317 1.403 -0.443
N -0.905 1.152 -0.706
N -1.548 0.022 -0.318
N -0.864 -0.794 0.658
N 0.605 -0.764 0.426
H -0.953 -1.761 0.599

## Properties
Total charge: -1
SMILES string: O=[N+]1[N-]N=NN[N-]1
HOMO level in hartree: -0.11179
Spin multiplicity: 1
Kohn-Sham gap in eV: 8.2460
Lowest unoccupied orbital energy in Eh: 0.1912

Mulliken atomic charge list, values in e, 4 entries: -0.782, 1.214, -0.470, -0.099



Record-wise energy above the lowest of the compared OMol25 structures with the same formula, charge and spin values, in kJ/mol: 57.8; 0.0; 370.6; 60.4; 35.5; 254.7
Record-wise total energy values, in eV: -13229.3774; -12667.2216; -23504.8497; -16759.3530; -12114.4520; -10998.8430